{
  "formula": "C53H51NO21S",
  "method": "wB97M-V/def2-TZVPD",
  "elements": ["C", "C", "C", "C", "C", "C", "C", "O", "O", "O", "S", "O", "O", "O", "C", "N", "C", "C", "C", "O", "H", "H", "H", "H", "H", "H", "H", "H", "H", "H", "H", "H", "H", "H", "H", "H", "H", "H", "H", "H", "H", "H", "H", "O", "C", "C", "C", "C", "O", "C", "C", "H", "H", "H", "H", "O", "C", "C", "C", "C", "O", "C", "C", "H", "H", "H", "H", "O", "C", "C", "C", "C", "O", "C", "C", "H", "H", "H", "H", "O", "C", "C", "C", "C", "O", "C", "C", "H", "H", "H", "H", "O", "C", "C", "C", "C", "O", "C", "C", "H", "H", "H", "H", "O", "C", "C", "C", "C", "O", "C", "C", "H", "H", "H", "H", "O", "C", "C", "C", "C", "O", "C", "C", "H", "H", "H", "H"],
  "positions_angstrom": [[2.566115, -0.330738, 2.396465], [4.010711, -0.657467, 1.976330], [5.030876, 0.492492, 2.138243], [5.928913, 0.767757, 0.908342], [6.644826, -0.563651, 0.576076], [5.290763, 1.330384, -0.357093], [6.390655, 1.324699, -1.496268], [7.707419, 1.655453, -1.088326], [8.163457, 2.787705, -1.835431], [4.297802, 0.432295, -0.888205], [3.197641, 1.192892, -1.758551], [3.287811, 0.791758, -3.113064], [1.943653, 1.086486, -1.102835], [3.813089, 2.626312, -1.592630], [4.590194, 2.723819, -0.317917], [5.431874, 3.869031, -0.538101], [3.537490, 3.026843, 0.770856], [3.882003, 4.093886, 1.809558], [5.178423, 3.882856, 2.598361], [5.840468, 5.107905, 2.889534], [1.929128, -0.077314, 1.551089], [2.549347, 0.528665, 3.066125], [2.164456, -1.180101, 2.940855], [4.040269, -1.062428, 0.972132], [4.314254, -1.470615, 2.633869], [5.740476, 0.184681, 2.904378], [4.537973, 1.377570, 2.535640], [6.701572, 1.461000, 1.233452], [6.024880, -1.205323, -0.041801], [6.891739, -1.080795, 1.497521], [7.574911, -0.403170, 0.037494], [6.120553, 1.967822, -2.325567], [6.389572, 0.309186, -1.883346], [8.434031, 3.395252, -1.132602], [5.712544, 3.932413, -1.504866], [6.238471, 3.849629, 0.067188], [2.689727, 3.424378, 0.222459], [3.161602, 2.120754, 1.244419], [3.857202, 5.081597, 1.361347], [3.057843, 4.053226, 2.509621], [4.966890, 3.410446, 3.553613], [5.865020, 3.215484, 2.066426], [6.225075, 5.448613, 2.076852], [1.726312, 6.559643, 0.380722], [1.099534, 6.244696, -0.608963], [-0.260176, 6.780177, -0.866211], [-0.949470, 6.417580, -1.944650], [-0.385033, 5.462997, -2.932462], [-1.018606, 5.140577, -3.913530], [0.977355, 4.931061, -2.678379], [1.666001, 5.295388, -1.600477], [-0.650277, 7.473926, -0.131779], [-1.940560, 6.795804, -2.160299], [1.368281, 4.236828, -3.412139], [2.660370, 4.920560, -1.392095], [0.493750, 1.056734, 5.062185], [-0.487124, 0.378048, 4.852536], [-1.393841, -0.012472, 5.963034], [-2.460739, -0.776398, 5.748946], [-2.787483, -1.271948, 4.390284], [-3.759539, -1.972224, 4.197085], [-1.885071, -0.881741, 3.279603], [-0.821378, -0.109134, 3.486594], [-1.130527, 0.355304, 6.946560], [-3.132459, -1.076449, 6.543064], [-2.144267, -1.258349, 2.298000], [-0.152262, 0.178914, 2.686398], [-5.347446, -6.105339, 4.457857], [-5.494767, -5.849275, 3.282139], [-5.237150, -4.485000, 2.751225], [-5.400568, -4.209293, 1.459690], [-5.844284, -5.248610, 0.499904], [-5.989466, -4.999254, -0.680047], [-6.101779, -6.610585, 1.029475], [-5.938656, -6.889197, 2.319224], [-4.913472, -3.738761, 3.464630], [-5.219699, -3.223214, 1.050331], [-6.428151, -7.354363, 0.314806], [-6.121230, -7.875992, 2.726956], [-3.084241, 6.821475, 3.846089], [-2.185373, 6.103606, 3.465677], [-0.776684, 6.351798, 3.862263], [0.208531, 5.563901, 3.440687], [-0.060812, 4.402674, 2.557341], [0.835194, 3.683408, 2.171083], [-1.468867, 4.154710, 2.156572], [-2.454387, 4.941838, 2.578636], [-0.604059, 7.204927, 4.505632], [1.243192, 5.729509, 3.712833], [-1.640022, 3.304732, 1.507043], [-3.488448, 4.780923, 2.300886], [-1.934524, 7.873117, -5.320799], [-1.437706, 7.612051, -6.395639], [-1.007822, 8.696415, -7.316369], [-0.461672, 8.424452, -8.497652], [-0.256143, 7.023994, -8.946606], [0.244105, 6.779235, -10.023418], [-0.685758, 5.941394, -8.028054], [-1.233597, 6.208210, -6.844438], [-1.166153, 9.709456, -6.968704], [-0.142347, 9.198553, -9.183869], [-0.526200, 4.929166, -8.377150], [-1.547269, 5.432474, -6.161985], [-6.961140, -9.549919, 0.175693], [-6.243302, -10.443793, 0.582871], [-4.969921, -10.769175, -0.100184], [-4.189002, -11.752824, 0.338371], [-4.558541, -12.558370, 1.528739], [-3.849472, -13.453818, 1.933155], [-5.835580, -12.224300, 2.214584], [-6.617729, -11.242251, 1.775891], [-4.711114, -10.164537, -0.960596], [-3.253826, -12.007224, -0.144206], [-6.085024, -12.823833, 3.080718], [-7.552752, -10.982645, 2.256832], [-3.163366, -9.325292, -2.160683], [-3.248416, -8.263389, -2.748184], [-2.181335, -7.818289, -3.676594], [-2.266443, -6.653821, -4.312735], [-3.432011, -5.751833, -4.116937], [-3.505034, -4.691449, -4.697054], [-4.497434, -6.199103, -3.183516], [-4.412354, -7.366910, -2.552769], [-1.341964, -8.490511, -3.801199], [-1.501182, -6.306194, -4.994950], [-5.331777, -5.525208, -3.042198], [-5.178062, -7.709656, -1.866967]],
  "forces_ev_per_a": [[0.44, 0.31, -0.14], [-0.15, -0.07, 0.42], [-0.06, -0.15, -0.23], [-0.42, -0.87, 0.46], [0.18, 0.34, -0.14], [1.39, 0.58, -0.69], [-0.44, 0.00, -0.02], [0.01, 0.01, 0.40], [-0.14, 0.13, -0.15], [-0.52, -0.01, 0.22], [-0.15, -0.49, 0.10], [0.25, 0.11, -0.25], [-0.09, 0.07, 0.25], [0.34, 0.26, 0.03], [-0.78, 0.16, -0.17], [-0.28, 0.05, 0.03], [0.10, -0.04, 0.07], [0.15, -0.57, 0.30], [0.08, 0.27, -0.40], [0.09, -0.07, 0.24], [-0.06, -0.09, -0.12], [-0.06, 0.00, 0.18], [-0.34, -0.03, -0.06], [-0.11, -0.02, -0.13], [0.25, -0.09, -0.07], [0.06, 0.13, 0.19], [0.05, 0.02, -0.16], [0.04, 0.27, -0.16], [-0.14, -0.16, 0.06], [-0.03, -0.13, 0.09], [0.08, 0.06, -0.02], [-0.17, 0.11, -0.06], [0.16, -0.14, 0.01], [0.03, -0.11, 0.03], [0.29, -0.12, -0.07], [0.12, 0.01, 0.01], [-0.16, -0.05, -0.02], [0.11, -0.04, -0.13], [0.21, 0.10, -0.12], [-0.17, 0.23, 0.10], [0.08, 0.02, 0.14], [0.03, -0.04, 0.04], [-0.14, 0.08, -0.03], [-0.01, 0.03, 0.09], [0.02, -0.10, -0.02], [-0.03, -0.01, 0.00], [-0.01, 0.02, 0.07], [-0.01, 0.06, -0.03], [0.04, -0.16, 0.03], [0.01, -0.01, 0.01], [0.00, 0.04, -0.03], [0.03, 0.01, 0.01], [0.01, -0.01, -0.05], [-0.02, -0.01, 0.00], [0.00, 0.05, -0.01], [0.03, 0.07, -0.05], [0.02, -0.05, -0.01], [-0.04, -0.02, -0.01], [0.02, 0.01, 0.04], [-0.01, -0.01, 0.02], [0.03, 0.06, -0.03], [0.02, 0.05, -0.05], [-0.06, -0.04, 0.06], [0.03, 0.02, -0.02], [-0.02, -0.02, -0.02], [-0.02, -0.02, 0.01], [0.04, 0.07, 0.04], [0.00, 0.00, -0.01], [0.00, -0.01, 0.00], [-0.03, -0.01, 0.01], [0.00, 0.00, 0.01], [0.01, 0.01, 0.03], [0.00, 0.00, 0.01], [0.00, 0.03, -0.04], [0.01, -0.01, -0.01], [0.00, -0.04, 0.00], [-0.01, -0.01, -0.02], [-0.04, 0.00, 0.00], [0.00, 0.01, 0.02], [0.00, 0.00, 0.00], [-0.02, 0.02, 0.01], [0.03, -0.03, -0.01], [0.01, 0.03, 0.02], [-0.03, 0.05, -0.01], [-0.14, -0.12, -0.03], [-0.03, 0.00, -0.02], [0.02, -0.03, -0.02], [-0.03, 0.01, 0.00], [0.01, -0.01, -0.03], [0.04, 0.00, 0.00], [-0.01, 0.03, 0.02], [0.01, 0.01, 0.00], [0.00, -0.02, 0.01], [0.02, 0.00, -0.04], [-0.01, 0.04, 0.02], [0.02, -0.02, -0.03], [0.00, 0.00, 0.01], [-0.02, 0.02, 0.05], [-0.02, 0.06, -0.09], [-0.02, -0.01, 0.03], [0.01, -0.02, -0.02], [0.01, 0.01, -0.03], [-0.02, 0.02, 0.08], [0.02, -0.02, 0.06], [-0.02, -0.03, -0.05], [-0.09, 0.00, 0.02], [0.00, 0.01, 0.01], [0.03, -0.01, 0.00], [-0.01, 0.00, 0.00], [-0.02, 0.03, -0.01], [-0.01, -0.01, 0.02], [0.01, -0.07, 0.07], [0.00, -0.01, 0.01], [0.03, -0.02, 0.00], [0.00, 0.02, -0.02], [0.08, 0.08, -0.14], [-0.01, 0.00, 0.05], [0.02, 0.01, -0.03], [0.02, -0.02, 0.01], [-0.01, 0.00, 0.01], [0.00, 0.00, -0.01], [-0.02, 0.01, -0.04], [0.02, -0.01, 0.00], [-0.02, -0.02, 0.02], [-0.02, 0.03, -0.01], [0.02, 0.01, 0.02], [0.00, 0.00, -0.01]],
  "multiplicity": 1,
  "largest_force_ha_per_bohr": 0.0322,
  "smiles": "CCC[C@@H](C)[C@@]1(COO)OS(=O)(=O)O[C@@]1(N)CCCO.O=C1C=CC(=O)C=C1.O=C1C=CC(=O)C=C1.O=C1C=CC(=O)C=C1.O=C1C=CC(=O)C=C1.O=C1C=CC(=O)C=C1.O=C1C=CC(=O)C=C1.O=C1C=CC(=O)C=C1",
  "lumo_ev": -1.8,
  "orbital_gap_ev": 8.3390,
  "charge": 0
}